No. 1
{"formula": "C20H49BrNO5S", "method": "ωB97M-V with the def2-TZVPD basis set", "elements": ["Br", "S", "O", "O", "O", "O", "O", "N", "C", "C", "C", "C", "C", "C", "C", "C", "C", "C", "C", "C", "C", "C", "C", "C", "C", "C", "C", "C", "H", "H", "H", "H", "H", "H", "H", "H", "H", "H", "H", "H", "H", "H", "H", "H", "H", "H", "H", "H", "H", "H", "H", "H", "H", "H", "H", "H", "H", "H", "H", "H", "H", "H", "H", "H", "H", "H", "H", "H", "H", "H", "H", "H", "H", "H", "H", "H", "H"], "positions_angstrom": [[-0.22818, 1.52886, 1.51231], [-0.98682, -0.55527, 1.85837], [2.91665, 0.20319, 3.41380], [-0.02599, 4.83533, 3.29857], [2.37385, -4.27092, -7.04988], [-2.79032, 4.94235, 6.84741], [4.31213, -2.34520, -3.13232], [-5.39144, -2.43241, -3.03201], [3.19511, -2.17878, -5.26631], [0.34338, -1.77134, 1.43852], [2.55265, -4.78816, -8.36622], [3.68872, 2.46225, 3.78305], [-2.76494, 7.09002, 7.95070], [-0.19574, 5.18281, 4.67310], [-4.03487, -3.09311, -2.98229], [-3.03761, -3.02949, -0.48092], [-3.15974, -2.30857, -1.89830], [0.53314, -2.04135, -0.11588], [4.03954, 1.07502, 3.28329], [0.88158, 4.52794, 5.51458], [-3.56195, 6.11141, 7.11082], [-3.19974, -2.07768, 0.78011], [-2.41992, -0.69229, 0.69749], [0.45040, -0.57884, -2.21338], [1.29079, -0.87554, -0.90667], [3.09386, -1.96894, -3.76811], [1.70548, -4.01278, -9.35596], [-0.11230, -0.49189, -3.29957], [-0.08745, 3.87583, 3.23189], [2.85119, 2.87894, 3.21474], [1.43808, -4.35773, -6.82792], [4.54252, 3.13675, 3.69365], [3.41432, -3.22018, -5.49290], [-2.56420, 4.54475, 7.69776], [-0.42558, -2.25975, -0.66794], [3.37679, 2.42496, 4.82925], [0.84029, 3.43852, 5.41687], [-0.13766, 6.26909, 4.75603], [-2.04812, -0.40249, -0.32923], [-3.82970, 6.55989, 6.15276], [-4.09392, -4.17418, -2.65429], [-2.75194, -2.64659, 1.66932], [-3.15320, 0.12687, 1.00640], [-0.48463, -0.66508, -4.34749], [1.83916, -4.39669, -10.36943], [5.01500, -1.79406, -3.49898], [-3.90094, -3.77786, -0.42717], [-1.84183, 7.37150, 7.43838], [-3.34465, 7.99284, 8.15383], [2.19789, 0.57385, 2.88987], [3.61039, -4.70280, -8.61951], [1.33632, -1.40305, 1.84000], [-5.51586, -1.88256, -2.16962], [1.87347, 4.84084, 5.17915], [4.01123, -1.58246, -5.68498], [1.45905, 0.06872, -0.31541], [0.76688, 4.79010, 6.56844], [1.16003, -2.99340, -0.19506], [2.88512, -0.92005, -3.53268], [-4.48271, 5.81693, 7.62367], [-2.47608, 6.63662, 8.90309], [-3.47946, -1.21570, -1.79365], [2.28168, -5.84845, -8.36756], [2.26437, -1.89841, -5.76392], [-1.18984, 4.86503, 4.99647], [4.34238, 1.10357, 2.23197], [2.29444, -1.28557, -1.24157], [-2.09586, -3.65696, -0.48262], [-4.30221, -1.96416, 1.04504], [-3.50011, -3.02467, -3.98493], [-5.28868, -1.73570, -3.78926], [1.97301, -2.95358, -9.34194], [-2.09708, -2.25174, -2.32317], [2.29224, -2.58197, -3.34985], [0.64576, -4.07816, -9.09269], [0.05243, -2.74279, 1.96500], [4.85993, 0.65456, 3.86594]], "atomic_forces_ev_per_a": [[-0.34, -1.23, -0.13], [-0.16, 0.35, 0.58], [-0.22, -0.50, -0.05], [0.08, 0.09, -0.47], [-0.03, -0.21, -0.12], [0.04, -0.21, -0.14], [-0.03, -0.05, 0.36], [1.14, 0.04, -0.76], [0.03, 0.03, 0.24], [0.64, -0.84, -1.70], [-0.42, -0.01, -0.04], [0.02, 0.01, 0.09], [0.03, 0.11, -0.01], [-0.05, -0.45, 0.18], [0.35, 0.98, 1.17], [-1.10, -0.23, -0.61], [1.71, -0.14, -0.32], [0.40, -0.21, -0.01], [-0.13, 0.38, -0.13], [0.10, 0.09, 0.06], [0.15, -0.01, 0.38], [1.11, -1.22, 0.68], [-1.16, 0.65, -1.11], [0.55, -0.14, -0.08], [-0.93, -0.21, -1.55], [0.48, 0.26, -0.42], [0.03, 0.07, -0.10], [0.72, -0.92, 0.55], [-0.03, 0.17, 0.21], [0.09, 0.07, -0.07], [0.17, -0.01, -0.05], [-0.09, 0.02, -0.01], [-0.11, 0.15, 0.09], [-0.05, 0.07, -0.15], [0.88, 0.22, 0.94], [0.10, -0.03, -0.05], [-0.09, 0.00, 0.10], [0.00, -0.07, -0.23], [-0.33, -0.57, 1.00], [0.07, -0.19, -0.02], [-0.10, 1.13, -0.55], [-0.76, 0.64, -0.99], [1.38, -0.83, -0.04], [0.45, 0.67, 1.87], [-0.07, 0.04, 0.03], [-0.10, -0.16, 0.04], [1.16, 0.92, 0.14], [-0.10, 0.02, -0.04], [0.06, -0.03, 0.05], [0.15, 0.20, 0.13], [-0.04, 0.02, 0.21], [-1.33, -0.16, 0.03], [-0.02, -0.46, -0.61], [-0.07, 0.06, 0.05], [-0.11, 0.13, 0.02], [-0.25, -1.07, -0.61], [0.02, -0.07, -0.03], [-0.83, 1.25, 0.20], [-0.20, 0.00, -0.04], [-0.08, 0.16, -0.05], [-0.12, 0.05, 0.02], [0.11, -1.50, -0.24], [0.11, -0.03, -0.17], [0.08, -0.02, -0.07], [0.06, 0.16, 0.16], [0.17, 0.05, 0.05], [-1.14, 0.73, 0.33], [-1.00, 0.83, 0.32], [1.56, 0.36, -0.50], [-0.96, -0.20, 1.23], [-0.52, -0.42, 0.65], [0.07, -0.09, -0.03], [-1.30, 0.11, 0.63], [0.14, -0.04, 0.10], [0.02, -0.11, -0.07], [0.14, 1.50, -0.44], [-0.18, -0.15, -0.04]], "lowdin_charge": [0.53, 0.73, -0.11, -0.11, -0.12, -0.10, -0.08, -0.03, -0.09, -0.35, -0.30, -0.09, -0.09, -0.31, -0.25, -0.20, -0.22, -0.21, -0.30, -0.09, -0.32, -0.21, -0.40, -0.14, -0.16, -0.35, -0.09, 0.08, 0.01, 0.06, 0.09, 0.08, 0.06, 0.08, 0.08, 0.08, 0.07, 0.12, 0.08, 0.11, 0.11, 0.11, 0.12, 0.07, 0.08, 0.09, 0.12, 0.07, 0.08, 0.00, 0.12, 0.10, 0.05, 0.07, 0.08, 0.07, 0.08, 0.14, 0.09, 0.11, 0.07, 0.11, 0.11, 0.07, 0.09, 0.11, 0.11, 0.11, 0.13, 0.12, 0.07, 0.08, 0.08, 0.10, 0.07, 0.12, 0.12], "e_lumo_ha": -0.2035, "total_charge": 1, "gap_ev": 6.201}



No. 2
{"formula": "C20H49FN7O3", "method": "ωB97M-V with the def2-TZVPD basis set", "elements": ["F", "O", "O", "O", "N", "N", "N", "N", "N", "N", "N", "C", "C", "C", "C", "C", "C", "C", "C", "C", "C", "C", "C", "C", "C", "C", "C", "C", "C", "C", "C", "H", "H", "H", "H", "H", "H", "H", "H", "H", "H", "H", "H", "H", "H", "H", "H", "H", "H", "H", "H", "H", "H", "H", "H", "H", "H", "H", "H", "H", "H", "H", "H", "H", "H", "H", "H", "H", "H", "H", "H", "H", "H", "H", "H", "H", "H", "H", "H", "H"], "positions_angstrom": [[-4.65706, 1.41943, 0.90173], [2.80747, -1.05545, -4.32809], [-0.08939, -0.35342, 5.70755], [1.43793, 2.00746, -1.11806], [-1.28482, -3.65079, 0.62187], [1.82145, 1.63792, -4.54538], [-3.68871, -2.92605, 0.87698], [-1.38687, -2.39735, 0.02580], [-3.12139, -5.07912, 1.87331], [-0.30835, 3.53622, -2.81722], [-2.19882, -0.24665, 3.75497], [-2.37956, -1.04501, 4.97644], [-2.65517, -3.99436, 1.16556], [0.95974, -1.50687, 1.91286], [0.98054, 5.16458, -1.53746], [-2.81697, -1.91184, 0.11792], [2.97884, -1.73247, -5.56408], [-0.01838, 4.01298, -1.45683], [0.45952, -0.73123, 0.55820], [2.76462, 2.50328, -1.02092], [0.44519, 2.85863, -0.53812], [-0.19333, -1.69720, -0.59577], [-4.61707, -0.08034, 0.73473], [3.69713, 0.04712, -4.13012], [3.48271, 1.38468, -6.31362], [-3.49824, -0.50987, -0.42870], [-3.29841, -0.28804, 5.93208], [-1.02160, -1.43370, 5.60600], [-0.27911, 0.48012, 6.84095], [0.98215, -2.73005, -1.12008], [3.24180, 1.36124, -4.80633], [-0.52667, -0.97599, -1.48657], [0.22068, -2.31301, 2.32906], [-2.99443, 0.75218, 6.07547], [-3.69216, -5.80461, 1.38045], [0.77363, 3.22890, 0.44030], [0.49589, -3.43886, -1.92976], [2.35724, -1.26890, -6.33217], [0.50880, 3.00546, -3.13334], [1.88959, -2.11191, -1.52490], [-1.56939, 0.52705, 3.98855], [-1.66341, -0.79673, 3.08207], [-4.32192, -0.26800, 5.53924], [0.68154, 0.94218, 7.08638], [3.39276, 2.40801, -6.69702], [-0.42040, 2.21248, -0.34865], [-2.82011, -5.16394, 2.88377], [1.43016, -0.22348, 0.08772], [4.48921, 1.02803, -6.55536], [2.63065, -2.76174, -5.43777], [-5.68582, -0.52138, 0.46506], [0.50490, 6.05036, -1.97501], [2.93395, 3.05429, -0.09115], [1.04728, -0.67127, 2.76027], [1.68428, 1.71575, -3.53683], [-0.97656, 1.28421, 6.59959], [2.99245, 3.12990, -1.88502], [2.76249, 0.77564, -6.86622], [3.44810, 1.64957, -1.04583], [1.34157, 5.44084, -0.54146], [-0.54557, -2.17070, 4.94807], [-4.02713, -0.72702, -1.47678], [-4.30325, -0.51073, 1.79902], [-2.89324, -1.97518, 4.70534], [3.71707, 0.21675, -3.04685], [-0.27347, 0.12338, 0.88023], [-1.04621, 2.83267, -2.76588], [-2.68346, 0.35092, -0.52169], [-0.62589, -0.08038, 7.71406], [1.33356, -3.37258, -0.19527], [-1.15333, -1.92645, 6.57664], [-0.94386, 4.41903, -1.03117], [-0.43511, -4.25519, 0.73769], [-3.32985, -0.77369, 6.91280], [3.83507, 2.17536, -4.37297], [1.29707, 0.79415, -4.79526], [2.02514, -1.99910, 1.77653], [4.72014, -0.22170, -4.41902], [1.84657, 4.92986, -2.16189], [4.02567, -1.75836, -5.88063]], "atomic_forces_ev_per_a": [[0.08, -3.66, -0.85], [0.49, 0.21, 0.09], [-0.42, -0.61, 0.07], [-0.17, 0.19, 0.39], [-5.17, -0.35, 1.60], [0.07, -0.31, 0.31], [8.56, 0.16, -2.46], [-3.88, 0.74, -0.12], [1.52, -0.38, 0.45], [0.09, -0.46, 0.42], [0.31, -0.15, -0.16], [0.21, 0.38, 0.31], [-1.44, 4.27, -1.90], [0.31, 0.66, 0.49], [0.00, 0.31, 0.05], [0.43, -3.22, 1.52], [-0.35, -0.16, 0.05], [0.32, -0.13, -0.20], [0.88, 0.07, 0.21], [0.13, -0.21, -0.25], [-0.30, 0.03, -0.18], [2.06, 1.65, 0.12], [0.11, 0.05, 0.85], [-0.20, 0.18, 0.22], [0.16, 0.23, -0.21], [0.37, -0.27, 0.62], [-0.33, -0.04, 0.07], [0.16, 0.11, -0.29], [0.25, 0.31, -0.11], [-1.29, -0.28, 0.47], [-0.19, -0.37, -0.25], [0.31, -1.94, 1.98], [1.26, 1.49, -0.87], [0.05, -0.16, -0.06], [0.84, 1.14, 1.02], [0.16, 0.05, -0.06], [1.33, 1.45, 1.53], [0.18, -0.03, -0.17], [-0.36, 0.52, -0.17], [-1.95, -1.23, 0.65], [-0.29, -0.13, -0.05], [-0.07, 0.04, 0.07], [0.22, 0.01, 0.02], [-0.08, -0.16, -0.09], [-0.03, -0.21, 0.13], [0.07, -0.04, -0.10], [-0.63, -0.30, -2.03], [-2.35, -0.95, 0.89], [-0.10, 0.01, 0.02], [0.07, 0.12, 0.09], [2.29, 1.44, 0.45], [0.07, -0.25, 0.05], [-0.07, 0.05, -0.09], [-0.08, -1.95, -1.79], [0.14, -0.13, -0.10], [-0.10, -0.01, 0.22], [0.13, 0.17, 0.13], [0.05, 0.03, 0.15], [-0.12, 0.02, 0.05], [-0.01, -0.02, -0.09], [0.07, 0.13, 0.00], [1.33, 0.46, 2.39], [-0.52, 1.15, -2.40], [0.12, -0.02, -0.03], [-0.12, -0.07, -0.08], [1.22, -1.66, -0.80], [-0.03, 0.23, -0.10], [-1.77, -1.98, 0.16], [-0.06, 0.00, -0.09], [-0.51, 1.26, -1.93], [-0.07, 0.14, 0.05], [0.05, -0.17, 0.03], [-1.00, 1.29, -0.42], [0.02, 0.07, -0.10], [-0.05, -0.12, 0.09], [0.12, 0.31, -0.05], [-2.26, 1.00, 0.25], [-0.06, -0.04, -0.16], [-0.12, -0.06, 0.05], [-0.05, 0.10, 0.01]], "lowdin_charge": [-0.14, -0.21, -0.20, -0.24, 0.13, 0.05, 0.17, -0.04, 0.08, 0.05, 0.05, -0.43, -0.25, -0.13, -0.07, -0.05, -0.10, -0.42, -0.20, -0.10, -0.20, -0.27, -0.12, -0.19, -0.07, -0.07, -0.07, -0.20, -0.10, -0.05, -0.42, 0.17, 0.05, 0.07, 0.14, 0.12, 0.11, 0.08, 0.03, 0.11, 0.08, 0.04, 0.08, 0.09, 0.08, 0.10, 0.14, 0.13, 0.08, 0.09, 0.14, 0.08, 0.10, 0.10, 0.03, 0.08, 0.08, 0.07, 0.08, 0.08, 0.11, 0.15, 0.11, 0.13, 0.10, 0.11, 0.07, 0.12, 0.09, 0.08, 0.12, 0.14, 0.18, 0.08, 0.13, 0.08, 0.09, 0.12, 0.07, 0.09], "e_lumo_ha": -0.1377, "total_charge": 1, "gap_ev": 7.419}